Molecular formula: C10H9NO
Method: DFT, wB97M-V/def2-TZVPD

Cartesian coordinates (Å):
1 C 2.812 0.789 0.051
2 C 3.007 -0.532 -0.324
3 C 1.562 1.314 0.278
4 C 1.850 -1.332 -0.429
5 C -0.826 1.374 0.450
6 C 0.396 0.577 0.079
7 C 0.594 -0.796 -0.312
8 C -3.212 1.208 -0.655
9 C -1.558 -1.882 -0.115
10 C -2.001 1.373 -0.103
11 N -0.419 -1.681 -0.608
12 O -2.016 -1.589 1.108
13 H 3.646 1.438 0.241
14 H 4.000 -1.062 -0.416
15 H 1.595 2.206 0.819
16 H 2.083 -2.347 -0.847
17 H -0.563 2.150 1.173
18 H -3.481 1.991 -1.269
19 H -3.862 0.435 -0.322
20 H -2.223 -2.602 -0.436
21 H -1.386 -1.031 1.637

Output
**HOMO-LUMO gap**: 8.97 eV
**Molecular weight**: 159.2 g mol⁻¹
**ΔE to the lowest compared entry with this formula, charge and spin**: 76.9 kcal per mole
**Multiplicity**: 1
**Strongest force on any atom**: 0.0794 hartree/bohr
**HOMO energy**: -8.2 eV
**Electronic energy**: -516.341325 a.u.
**E_LUMO**: 0.72 eV

***

Molecular formula: C10H9NO2
Method: DFT, wB97M-V/def2-TZVPD

Cartesian coordinates (Å):
1 C 0.824 -2.505 -0.411
2 C -0.239 -2.322 0.368
3 C 1.301 -1.430 -1.150
4 C -1.044 -1.210 0.380
5 C 0.485 -0.299 -1.240
6 C -0.638 -0.166 -0.513
7 C 0.651 2.163 0.895
8 C 0.752 2.577 2.194
9 C -1.379 1.206 -0.544
10 C -0.751 1.871 0.690
11 N -1.419 2.231 1.785
12 O -2.715 1.040 -0.331
13 O -0.473 2.660 2.702
14 H 1.366 -3.469 -0.225
15 H -0.499 -3.203 0.962
16 H 2.255 -1.565 -1.742
17 H -1.912 -0.869 0.989
18 H 0.807 0.703 -1.758
19 H 1.537 2.005 0.221
20 H 1.489 3.191 2.723
21 H -1.267 1.843 -1.485
22 H -3.102 1.775 0.259

Output
**HOMO-LUMO gap**: 10.05 eV
**Molecular weight**: 175.2 g mol⁻¹
**ΔE to the lowest compared entry with this formula, charge and spin**: 72.9 kcal per mole
**Multiplicity**: 1
**Strongest force on any atom**: 0.0862 hartree/bohr
**Structure (SMILES)**: O[C@H](c1ccccc1)c1ccon1
**HOMO energy**: -9.3 eV
**Electronic energy**: -591.592346 a.u.
**E_LUMO**: 0.79 eV

***

Molecular formula: C114H101N13O26
Method: DFT, wB97M-V/def2-TZVPD

Cartesian coordinates (Å):
1 C -0.399 -1.268 -8.291
2 C -1.762 -0.852 -8.398
3 C -2.457 -0.348 -7.332
4 C -1.857 -0.262 -6.058
5 C -0.536 -0.628 -5.987
6 C 0.249 -1.017 -7.097
7 N -2.574 0.091 -4.796
8 O -3.741 0.467 -4.956
9 O -2.017 0.059 -3.742
10 H 0.075 -1.653 -9.165
11 H -2.166 -0.950 -9.430
12 H -3.476 0.033 -7.577
13 H -0.182 -0.696 -5.012
14 H 1.293 -1.296 -7.057
15 C -0.822 -8.248 5.992
16 C 0.367 -8.002 5.285
17 C 0.382 -7.027 4.332
18 C -0.761 -6.230 4.159
19 C -1.925 -6.414 4.906
20 C -1.950 -7.514 5.751
21 N -0.768 -5.126 3.210
22 O 0.255 -4.936 2.528
23 O -1.726 -4.408 3.118
24 H -0.910 -8.969 6.769
25 H 1.235 -8.634 5.321
26 H 1.241 -6.912 3.718
27 H -2.823 -5.838 4.735
28 H -2.863 -7.674 6.300
29 C 0.744 -7.188 -0.037
30 C 1.778 -7.841 0.557
31 C 1.531 -8.818 1.554
32 C 0.233 -9.041 1.891
33 C -0.901 -8.407 1.296
34 C -0.541 -7.460 0.343
35 N -0.087 -9.913 3.028
36 O 0.776 -10.464 3.656
37 O -1.228 -9.960 3.352
38 H 0.913 -6.386 -0.769
39 H 2.794 -7.563 0.458
40 H 2.328 -9.454 2.015
41 H -1.988 -8.564 1.445
42 H -1.360 -7.050 -0.254
43 C -5.365 1.719 0.141
44 C -6.537 0.908 0.497
45 C -6.903 -0.128 -0.338
46 C -6.194 -0.354 -1.502
47 C -5.045 0.349 -1.784
48 C -4.638 1.384 -0.975
49 N -6.638 -1.401 -2.425
50 O -5.823 -1.900 -3.227
51 O -7.836 -1.670 -2.342
52 H -5.176 2.569 0.768
53 H -7.138 1.194 1.313
54 H -7.693 -0.763 -0.161
55 H -4.511 0.141 -2.662
56 H -3.800 1.963 -1.283
57 C 1.850 4.551 -5.729
58 C 2.789 4.678 -4.744
59 C 2.782 3.753 -3.734
60 C 1.919 2.668 -3.771
61 C 1.117 2.419 -4.842
62 C 1.057 3.429 -5.832
63 N 1.857 1.703 -2.640
64 O 2.400 1.982 -1.579
65 O 1.257 0.681 -2.851
66 H 1.909 5.285 -6.534
67 H 3.441 5.504 -4.776
68 H 3.361 3.762 -2.833
69 H 0.510 1.521 -4.814
70 H 0.379 3.382 -6.697
71 C 2.583 -0.176 0.813
72 C 3.368 -0.917 -0.039
73 C 4.701 -1.155 0.351
74 C 5.162 -0.670 1.565
75 C 4.406 0.164 2.384
76 C 3.110 0.319 1.950
77 N 6.500 -0.986 2.002
78 O 7.036 -1.964 1.521
79 O 6.907 -0.288 2.895
80 H 1.484 -0.136 0.633
81 H 2.977 -1.332 -0.893
82 H 5.402 -1.741 -0.282
83 H 4.710 0.632 3.309
84 H 2.420 0.899 2.610
85 C 8.759 5.592 3.506
86 C 8.282 4.309 3.170
87 C 6.999 4.201 2.663
88 C 6.257 5.381 2.529
89 C 6.736 6.646 2.797
90 C 8.032 6.725 3.279
91 N 4.883 5.270 2.128
92 O 4.465 4.128 2.226
93 O 4.236 6.212 1.742
94 H 9.783 5.665 3.891
95 H 8.909 3.465 3.349
96 H 6.662 3.236 2.359
97 H 6.047 7.415 2.446
98 H 8.448 7.705 3.459
99 C 3.339 -2.448 4.596
100 C 1.979 -2.310 4.275
101 C 1.078 -3.001 5.064
102 C 1.477 -3.867 6.062
103 C 2.874 -4.014 6.354
104 C 3.770 -3.338 5.553
105 N 0.596 -4.580 6.951
106 O 1.052 -5.541 7.593
107 O -0.561 -4.198 7.131
108 H 4.025 -1.903 3.953
109 H 1.694 -1.698 3.378
110 H 0.023 -2.750 4.897
111 H 3.175 -4.642 7.145
112 H 4.810 -3.712 5.597
113 C -2.692 7.043 -1.747
114 C -3.709 7.622 -2.531
115 C -5.028 7.425 -2.200
116 C -5.380 6.431 -1.284
117 C -4.455 5.689 -0.655
118 C -3.091 6.051 -0.847
119 N -6.820 6.229 -1.029
120 O -7.117 5.304 -0.309
121 O -7.621 6.919 -1.533
122 H -1.690 7.293 -1.987
123 H -3.499 8.222 -3.425
124 H -5.787 7.937 -2.801
125 H -4.692 4.781 -0.110
126 H -2.330 5.542 -0.365
127 C -3.555 -3.566 -6.516
128 C -4.173 -3.295 -5.339
129 C -3.638 -3.741 -4.077
130 C -2.413 -4.392 -4.106
131 C -1.725 -4.558 -5.309
132 C -2.288 -4.149 -6.493
133 N -1.627 -4.706 -2.822
134 O -0.454 -4.874 -2.844
135 O -2.263 -4.589 -1.753
136 H -4.072 -3.166 -7.457
137 H -5.122 -2.756 -5.301
138 H -4.079 -3.585 -3.094
139 H -0.744 -5.013 -5.362
140 H -1.651 -4.208 -7.403
141 C -4.792 3.499 -3.729
142 C -3.415 3.454 -3.631
143 C -2.642 4.314 -4.392
144 C -3.207 5.203 -5.268
145 C -4.573 5.286 -5.360
146 C -5.380 4.481 -4.550
147 N -2.477 6.281 -5.978
148 O -1.304 6.470 -5.626
149 O -3.103 6.996 -6.732
150 H -5.369 2.787 -3.147
151 H -2.938 2.650 -3.032
152 H -1.519 4.271 -4.263
153 H -4.969 5.972 -6.119
154 H -6.470 4.442 -4.722
155 C -0.511 -1.875 1.188
156 C -0.529 -1.673 -0.177
157 C -0.600 -0.334 -0.653
158 C -0.738 0.713 0.232
159 C -0.956 0.471 1.590
160 C -0.781 -0.807 2.076
161 N -1.068 2.073 -0.309
162 O -1.461 2.974 0.458
163 O -0.970 2.215 -1.488
164 H -0.393 -2.811 1.489
165 H -0.413 -2.525 -0.869
166 H -0.512 -0.162 -1.704
167 H -1.317 1.256 2.221
168 H -0.794 -0.916 3.137
169 C 4.451 -4.880 1.964
170 C 3.068 -4.677 1.940
171 C 2.414 -4.427 0.742
172 C 3.064 -4.457 -0.434
173 C 4.444 -4.601 -0.479
174 C 5.101 -4.771 0.725
175 N 2.357 -4.231 -1.688
176 O 1.734 -3.187 -1.723
177 O 2.451 -5.036 -2.581
178 H 4.990 -4.863 2.943
179 H 2.505 -4.742 2.837
180 H 1.398 -4.098 0.799
181 H 4.930 -4.659 -1.495
182 H 6.152 -4.789 0.807
183 C -5.065 1.986 7.047
184 C -5.250 2.432 8.360
185 C -6.056 3.528 8.643
186 C -6.690 4.185 7.610
187 C -6.536 3.801 6.253
188 C -5.674 2.714 6.059
189 H -4.351 1.251 6.751
190 H -4.688 1.954 9.143
191 H -6.121 3.926 9.657
192 H -7.356 5.045 7.907
193 H -7.084 4.298 5.492
194 H -5.614 2.328 5.033
195 C 5.295 0.112 -4.179
196 C 6.187 -0.747 -3.546
197 C 5.767 -2.019 -3.219
198 C 4.513 -2.491 -3.569
199 C 3.597 -1.639 -4.152
200 C 4.000 -0.302 -4.424
201 H 5.494 1.160 -4.409
202 H 7.223 -0.396 -3.385
203 H 6.416 -2.660 -2.658
204 H 4.235 -3.480 -3.250
205 H 2.585 -2.048 -4.366
206 H 3.299 0.338 -4.920
207 C -0.994 2.438 4.487
208 C -0.097 1.769 5.306
209 C -0.573 0.587 5.844
210 C -1.876 0.148 5.680
211 C -2.774 0.890 4.890
212 C -2.313 2.062 4.304
213 H -0.690 3.383 4.085
214 H 0.921 2.149 5.391
215 H 0.047 0.014 6.546
216 H -2.174 -0.769 6.162
217 H -3.767 0.613 4.672
218 H -2.957 2.688 3.729
219 C 1.621 6.701 -2.784
220 C 2.595 6.634 -1.829
221 C 2.312 5.711 -0.791
222 C 1.141 4.981 -0.767
223 C 0.127 5.136 -1.689
224 C 0.455 5.974 -2.752
225 H 1.724 7.361 -3.636
226 H 3.386 7.341 -1.807
227 H 3.003 5.567 0.013
228 H 1.077 4.321 0.123
229 H -0.713 4.464 -1.618
230 H -0.319 6.083 -3.549
231 C 6.061 4.724 -1.128
232 C 5.536 3.484 -0.906
233 C 6.402 2.431 -0.568
234 C 7.780 2.738 -0.439
235 C 8.289 3.959 -0.827
236 C 7.419 4.996 -1.055
237 H 5.457 5.515 -1.507
238 H 4.436 3.348 -1.000
239 H 6.013 1.446 -0.268
240 H 8.408 1.974 -0.246
241 H 9.362 4.052 -0.789
242 H 7.844 5.952 -1.314
243 C -6.283 -3.065 2.406
244 C -5.416 -1.995 2.200
245 C -4.278 -2.127 1.414
246 C -3.868 -3.400 0.967
247 C -4.685 -4.500 1.230
248 C -5.866 -4.301 1.961
249 H -7.219 -2.998 3.026
250 H -5.621 -1.009 2.648
251 H -3.658 -1.262 1.099
252 H -2.884 -3.474 0.488
253 H -4.422 -5.558 1.036
254 H -6.533 -5.189 2.065

Output
**HOMO-LUMO gap**: 8.10 eV
**Molecular weight**: 2069.1 g mol⁻¹
**Multiplicity**: 1
**Strongest force on any atom**: 0.0836 hartree/bohr
**HOMO energy**: -9.0 eV
**Electronic energy**: -7071.441474 a.u.
**E_LUMO**: -0.93 eV

***

Molecular formula: C11H10BiBrNO
Method: DFT, wB97M-V/def2-TZVPD

Cartesian coordinates (Å):
1 C -1.783 -0.836 0.891
2 C -1.931 -1.349 2.198
3 C -2.133 -0.291 3.110
4 H -1.908 -2.405 2.456
5 C -2.199 0.911 2.362
6 C -1.993 0.589 0.983
7 H -2.190 1.250 0.131
8 H -1.817 -1.409 -0.048
9 H -2.386 -0.383 4.168
10 H -2.445 1.882 2.742
11 Bi 0.536 0.570 1.639
12 Br 1.225 -1.357 0.149
13 C 2.749 0.694 -3.023
14 C 1.642 1.495 -3.468
15 C 0.643 0.611 -4.000
16 H 1.583 2.570 -3.438
17 C 1.135 -0.734 -3.882
18 C 2.439 -0.682 -3.287
19 H 3.073 -1.525 -3.079
20 H 3.665 1.063 -2.589
21 H -0.298 0.905 -4.436
22 H 0.624 -1.626 -4.211
23 O 0.209 0.061 6.006
24 C 0.590 0.024 4.888
25 N 0.968 -0.027 3.740

Output
**HOMO-LUMO gap**: 3.86 eV
**Molecular weight**: 461.1 g mol⁻¹
**ΔE to the lowest compared entry with this formula, charge and spin**: 16.9 kcal per mole
**Multiplicity**: 1
**Strongest force on any atom**: 0.0333 hartree/bohr
**HOMO energy**: -2.8 eV
**Net charge**: -1
**Electronic energy**: -3343.746940 a.u.
**E_LUMO**: 1.10 eV

***

Molecular formula: C11H10BrCuNSe
Method: DFT, wB97M-V/def2-TZVPD

Cartesian coordinates (Å):
1 C 1.154 1.805 0.551
2 C 1.365 0.830 1.585
3 C 2.066 -0.290 0.998
4 H 1.037 0.919 2.623
5 C 2.296 -0.006 -0.389
6 C 1.724 1.284 -0.678
7 H 1.722 1.782 -1.652
8 H 0.661 2.772 0.677
9 H 2.378 -1.192 1.527
10 H 2.840 -0.638 -1.100
11 Cu 0.052 -0.007 -0.015
12 Br -0.569 -1.639 2.159
13 C -2.044 -0.640 -0.887
14 C -1.349 0.234 -1.795
15 C -1.174 1.507 -1.130
16 H -1.021 -0.006 -2.813
17 C -1.754 1.403 0.194
18 C -2.313 0.086 0.329
19 H -2.837 -0.294 1.208
20 H -2.336 -1.674 -1.091
21 H -0.693 2.391 -1.559
22 H -1.753 2.179 0.966
23 Se 0.249 -5.130 0.178
24 C 0.163 -3.433 0.130
25 N 0.136 -2.242 -0.018

Output
**HOMO-LUMO gap (spin up / spin down)**: 4.44 / 4.19 eV
**Molecular weight**: 378.6 g mol⁻¹
**ΔE to the lowest compared entry with this formula, charge and spin**: 65.9 kcal per mole
**Multiplicity**: 2
**Strongest force on any atom**: 0.1181 hartree/bohr
**HOMO energy (spin up / spin down)**: 0.5 / 0.8 eV
**Net charge**: -2
**Electronic energy**: -7095.691177 a.u.
**E_LUMO (spin up / spin down)**: 4.95 / 4.95 eV